# C42H40N9P2SSe2Ti

C42H40N9P2SSe2Ti as an isolated structure in a non-equilibrium geometry (the ωB97M-V functional and the def2-TZVPD basis, the Open Molecules 2025 dataset).

Output
Orbital gap (alpha / beta) ... 5.93 / 6.93 eV
ΔE to the lowest compared entry with this formula, charge and spin ... 0.9331 eV
Maximum force ... 3.45 eV/Å
Charge ... +1
Multiplicity ... 3

Positions of all 97 atoms, in Å:
1 Ti -0.6476 0.2329 0.7394
2 N -3.5214 -0.9827 0.3862
3 C -2.5494 -1.9588 0.3788
4 C -3.0033 -3.2839 0.2922
5 C -2.1008 -4.3212 0.2780
6 C -0.7439 -4.0051 0.3115
7 C -0.3791 -2.6839 0.3577
8 N -1.2386 -1.6488 0.4317
9 C -3.5467 0.3352 0.7777
10 C -4.8138 0.9161 0.9092
11 C -4.9387 2.2318 1.3002
12 C -3.7672 2.9306 1.6020
13 C -2.5585 2.2927 1.4808
14 N -2.4095 1.0234 1.0336
15 H -4.4499 -1.3753 0.2777
16 H -4.0646 -3.4829 0.2316
17 H -2.4333 -5.3437 0.2239
18 H 0.0072 -4.7753 0.2626
19 H 0.6782 -2.4415 0.3058
20 H -5.6866 0.3201 0.6902
21 H -5.9051 2.6993 1.3772
22 H -3.8011 3.9608 1.9142
23 H -1.6398 2.8098 1.7324
24 C 1.5743 2.3961 6.2532
25 C 0.8323 1.2052 5.7953
26 N 0.7595 0.0689 6.4063
27 N 0.0208 -0.7394 5.6189
28 C -0.3463 -0.1280 4.4714
29 S -1.1937 -0.7644 3.2023
30 N 0.1543 1.1437 4.5953
31 N -0.0499 2.1389 3.6546
32 H 2.0894 2.1539 7.1766
33 H 0.9108 3.2430 6.4242
34 H 2.3117 2.6942 5.5087
35 H -0.1864 -1.6893 5.8849
36 H -0.9388 2.6117 3.8289
37 H 0.7083 2.8129 3.7083
38 N 2.2832 0.8887 1.8915
39 P 1.7333 -0.5803 1.2108
40 C 2.9038 -0.9093 -0.1598
41 C 2.3804 -1.0182 -1.4422
42 C 3.2136 -1.2555 -2.5188
43 C 4.5764 -1.3905 -2.3215
44 C 5.1050 -1.2768 -1.0438
45 C 4.2787 -1.0289 0.0373
46 C 2.3980 -1.7125 2.4736
47 C 2.7459 -3.0151 2.1251
48 C 3.2438 -3.8793 3.0826
49 C 3.3731 -3.4598 4.3982
50 C 3.0268 -2.1660 4.7521
51 C 2.5518 -1.2922 3.7913
52 C 1.8005 2.0438 1.2854
53 C 2.5814 3.1908 1.2483
54 C 2.0871 4.3355 0.6399
55 C 0.8215 4.2664 0.0661
56 C 0.1003 3.0993 0.1658
57 N 0.5430 1.9800 0.7905
58 H 3.2683 0.9457 2.1486
59 H 1.3095 -0.9337 -1.5921
60 H 2.7860 -1.3472 -3.5036
61 H 5.2245 -1.5898 -3.1619
62 H 6.1667 -1.3965 -0.8934
63 H 4.6911 -0.9463 1.0351
64 H 2.6575 -3.3425 1.0980
65 H 3.5376 -4.8802 2.8009
66 H 3.7583 -4.1326 5.1489
67 H 3.1335 -1.8294 5.7733
68 H 2.3168 -0.2719 4.0610
69 H 3.5733 3.1725 1.6781
70 H 2.6772 5.2349 0.5913
71 H 0.4040 5.1097 -0.4583
72 H -0.8837 3.0474 -0.2889
73 Se -0.7159 -2.7035 -2.9647
74 P -1.1635 -0.6722 -3.3438
75 Se -0.9116 0.8137 -1.7034
76 C -2.8258 -0.3982 -4.0456
77 C -3.6871 0.5877 -3.5939
78 C -4.8196 0.8938 -4.3263
79 C -5.0894 0.2099 -5.5006
80 C -4.2500 -0.8090 -5.9242
81 C -3.1135 -1.1142 -5.2001
82 C -0.1370 0.0861 -4.6549
83 C -0.3152 1.4364 -4.9328
84 C 0.5090 2.0600 -5.8483
85 C 1.5073 1.3391 -6.4875
86 C 1.6568 -0.0153 -6.2378
87 C 0.8276 -0.6472 -5.3255
88 H -3.4551 1.1270 -2.6834
89 H -5.4821 1.6785 -3.9916
90 H -5.9516 0.4757 -6.0927
91 H -4.4686 -1.3555 -6.8298
92 H -2.4363 -1.8951 -5.5229
93 H -1.0867 1.9897 -4.4136
94 H 0.3848 3.1118 -6.0576
95 H 2.1703 1.8335 -7.1822
96 H 2.4254 -0.5829 -6.7438
97 H 0.9267 -1.7072 -5.1256

Atom charges from the Löwdin analysis, given in e for atoms 1 to 2: 0.257 0.152